{"formula": "C4H6N2O", "method": "ωB97M-V with the def2-TZVPD basis set", "elements": ["C", "C", "C", "C", "O", "N", "N", "H", "H", "H", "H", "H", "H"], "positions_angstrom": [[0.714, -1.885, -0.037], [0.159, -0.506, -0.021], [-0.648, 0.177, -0.915], [-0.803, 1.438, -0.295], [-1.238, 2.673, -0.599], [-0.211, 1.486, 0.883], [0.437, 0.326, 1.006], [0.196, -2.516, 0.695], [1.780, -1.870, 0.212], [0.600, -2.325, -1.029], [-1.011, -0.189, -1.868], [-0.751, 2.994, 0.234], [0.736, 0.070, 1.931]], "nbo_charge": [-0.65, 0.18, -0.40, 0.44, -0.66, -0.40, -0.34, 0.23, 0.23, 0.23, 0.24, 0.50, 0.40], "smiles": "Cc1cc(O)n[nH]1", "e_homo_ev": -8.67, "e_lumo_ev": 0.9, "mol_weight_g_mol": 98.105}

{"formula": "C2H2Cl2O2", "method": "ωB97M-V with the def2-TZVPD basis set", "elements": ["C", "C", "O", "O", "Cl", "Cl", "H", "H"], "positions_angstrom": [[1.268, -0.826, 0.055], [-1.140, 0.743, 0.042], [1.176, -0.716, 1.252], [0.519, -0.421, -0.866], [-0.863, 2.245, -0.620], [-2.448, -0.161, -0.454], [2.158, -1.359, -0.403], [-0.670, 0.493, 0.995]], "nbo_charge": [0.64, -0.09, -0.67, -0.61, 0.18, 0.18, 0.09, 0.28], "e_homo_ev": -9.64, "e_lumo_ev": -1.7, "mol_weight_g_mol": 128.942}

{"formula": "C8H10O", "method": "ωB97M-V with the def2-TZVPD basis set", "elements": ["C", "C", "C", "C", "C", "C", "C", "C", "H", "H", "H", "H", "H", "H", "H", "H", "H", "H", "O"], "positions_angstrom": [[-0.061, 2.267, -0.363], [0.349, 0.919, -0.390], [1.767, 0.394, 0.216], [1.050, -0.916, 0.414], [0.311, -1.399, -0.858], [-0.613, -0.066, -0.461], [-0.255, -0.472, 1.061], [-1.965, -0.342, -0.607], [-1.173, 2.621, -0.615], [0.500, 3.309, 0.127], [2.119, 0.662, 1.239], [2.453, 0.220, -0.500], [1.671, -1.505, 1.172], [0.619, -1.639, -1.812], [-0.399, -2.267, -0.475], [-0.880, -1.412, 1.229], [-0.345, 0.304, 1.804], [-2.414, -0.849, -1.914], [-2.734, 0.171, 0.732]], "nbo_charge": [-0.41, 0.01, -0.40, -0.24, -0.36, -0.33, -0.28, 0.41, 0.21, 0.22, 0.23, 0.21, 0.22, 0.22, 0.20, 0.22, 0.25, 0.23, -0.60], "e_homo_ev": -8.77, "e_lumo_ev": -0.9, "mol_weight_g_mol": 122.167}

Relative energy (zero: lowest compared OMol25 entry of this formula, charge and spin) for the records above, in order: 36.8; 74.4; 251.7 kcal/mol